ORCA calculation (ωB97M-V/def2-TZVPD) on a structure of composition C37H52GeN8O8P2SSeSn at a distorted geometry.

Properties
* Kohn-Sham gap: 6.25 eV
* max |F|: 1.43 eV/A
* charge: +2

Geometry (Å):
1 Sn -0.956 -0.529 -0.472
2 Se -1.444 -4.192 0.661
3 Ge -3.068 -5.641 3.226
4 S 5.849 4.403 -1.457
5 P 2.523 -2.608 0.562
6 P -0.732 1.671 -2.133
7 O 5.205 3.185 -1.939
8 O 5.435 5.607 -2.143
9 O 3.103 -1.814 1.698
10 O -2.728 -0.166 1.157
11 O 7.254 4.244 -1.175
12 O -3.524 0.975 2.938
13 O 1.168 -2.271 0.036
14 O -3.815 -1.418 -1.292
15 N -0.913 -1.396 2.799
16 N 1.679 -4.168 2.500
17 N -3.004 -0.448 -1.893
18 N -1.915 -0.523 3.233
19 N 4.866 -1.496 -0.177
20 N 3.950 3.970 0.322
21 N 0.367 0.983 0.822
22 N 5.614 5.372 1.198
23 C -3.353 0.841 -5.258
24 C -3.176 -4.116 4.467
25 C -4.585 -6.863 3.382
26 C 3.119 2.722 -3.209
27 C -0.521 5.105 0.077
28 C 2.530 1.900 0.454
29 C 3.612 1.498 -3.635
30 C -3.323 -0.243 -3.110
31 C 1.801 2.832 -2.786
32 C -2.741 0.751 -4.000
33 C -2.732 0.098 2.370
34 C -2.016 2.738 -5.835
35 C -2.362 3.850 -1.579
36 C 2.326 2.852 1.458
37 C -1.816 -4.314 -1.240
38 C 5.075 4.651 0.221
39 C 4.942 5.416 2.345
40 C -0.183 3.913 -0.545
41 C -3.095 -4.987 1.332
42 C 1.547 0.999 0.186
43 C -1.714 1.665 -3.685
44 C -3.004 1.821 -6.165
45 C 2.464 -4.349 1.235
46 C 0.985 1.704 -2.744
47 C 0.172 1.876 1.805
48 C -1.359 -6.598 3.483
49 C 2.800 0.369 -3.608
50 C -1.096 3.290 -1.396
51 C 1.126 2.808 2.172
52 C 3.863 -2.463 -0.742
53 C -4.422 1.716 2.086
54 C -2.696 5.037 -0.946
55 C -1.774 5.668 -0.122
56 C 1.499 0.467 -3.142
57 C -1.374 2.646 -4.611
58 C 3.374 3.871 1.518
59 C 3.821 4.622 2.593
60 H -4.596 -7.313 4.374
61 H 1.730 -4.960 3.139
62 H 3.186 -0.585 -3.946
63 H 0.803 3.495 -0.383
64 H -0.515 -6.021 3.099
65 H -4.151 -3.635 4.388
66 H 4.632 1.430 -3.990
67 H 0.693 -4.016 2.251
68 H 5.348 6.063 3.114
69 H -0.167 -0.859 2.362
70 H 4.331 -3.417 -0.971
71 H -3.858 2.302 1.361
72 H 4.910 -0.615 -0.691
73 H -1.382 -7.551 2.955
74 H -3.070 -4.486 5.487
75 H -0.974 -3.879 -1.774
76 H -4.157 -0.824 -3.503
77 H -2.029 6.604 0.357
78 H -3.504 1.877 -7.122
79 H -1.931 -5.362 -1.504
80 H 4.505 -1.295 0.804
81 H 3.765 3.589 -3.170
82 H -1.307 -2.015 2.092
83 H 0.913 3.533 2.946
84 H 3.458 -4.714 1.486
85 H -5.101 1.044 1.565
86 H 1.949 -5.051 0.585
87 H -0.592 3.355 -4.367
88 H -4.508 -7.663 2.646
89 H -3.674 5.473 -1.102
90 H -1.914 -0.277 4.209
91 H -1.743 3.520 -6.531
92 H -2.727 -3.761 -1.450
93 H -5.530 -6.342 3.234
94 H -1.196 -6.802 4.541
95 H -4.975 2.366 2.754
96 H -2.399 -3.374 4.284
97 H 0.865 -0.417 -3.113
98 H -3.297 -5.849 0.694
99 H 1.668 0.262 -0.604
100 H -3.875 -1.131 -0.367
101 H 3.431 1.966 -0.147
102 H -4.127 0.130 -5.517
103 H 3.372 4.560 3.576
104 H -3.892 -4.259 1.181
105 H 0.200 5.601 0.714
106 H -3.077 3.362 -2.231
107 H 2.036 -3.315 2.960
108 H 1.423 3.796 -2.474
109 H -0.802 1.869 2.278
110 H 3.415 -2.071 -1.652
111 H 5.811 -1.870 -0.122